No. 1
The following is a quantum chemistry calculation of a cluster of 14 separate species, H28O14 in total, from OMol25.

Computed properties:
* E_LUMO: -0.78 eV
* spin multiplicity: 1
* energy relative to the best compared isomer or geometry (same formula, charge and spin): 2.657 eV
* largest force on an atom: 3.9 eV/Å
* highest occupied orbital energy: -9.650 eV

CARTESIAN COORDINATES (ANGSTROEM)
O (3.5041, 1.0249, -1.5059)
H (2.5670, 1.0987, -1.6519)
H (3.6385, 0.0906, -1.5650)
O (0.5513, -2.5322, 0.4974)
H (-0.2212, -2.6627, -0.0727)
H (0.7592, -1.5840, 0.4005)
O (1.3306, -0.9926, -1.9034)
H (0.9511, -0.4148, -2.5234)
H (0.4872, -1.4205, -1.7154)
O (-1.6674, -0.0024, 2.5815)
H (-2.1949, 0.7770, 2.8362)
H (-2.0440, -0.7819, 2.9265)
O (0.4233, 0.1950, 0.6949)
H (-0.4288, 0.1470, 1.1336)
H (0.1878, 0.6819, -0.0962)
O (2.6712, -0.6278, 1.7002)
H (2.0572, 0.0515, 1.4119)
H (3.1324, -0.1325, 2.3378)
O (1.1682, 2.1829, -1.7038)
H (1.4967, 3.0405, -2.0250)
H (0.3135, 2.1619, -1.9975)
O (-1.3716, -2.0535, -1.4048)
H (-1.9962, -2.2690, -2.1380)
H (-1.7781, -1.3241, -0.9230)
O (-0.8305, 0.0647, -3.5321)
H (-1.4589, -0.5188, -3.9652)
H (-1.1230, 0.3477, -2.6403)
O (-1.8304, 0.9859, -1.3171)
H (-2.6647, 0.7092, -1.6609)
H (-2.1429, 1.4608, -0.4752)
O (0.0513, 2.8861, 1.8062)
H (0.6739, 3.4387, 2.2696)
H (0.4330, 2.0892, 2.0328)
O (-1.2566, -3.1890, 2.8918)
H (-0.7629, -2.5043, 2.4474)
H (-1.7938, -3.4937, 2.1621)
O (-3.1126, -1.0452, 0.7312)
H (-2.8040, -0.4460, 1.4101)
H (-3.7124, -1.6172, 1.2868)
O (3.1802, 2.0959, 0.7312)
H (3.3639, 1.7047, -0.0943)
H (2.2533, 2.3773, 0.6215)

And the natural (NBO) charges, in e, turn out to be: -0.956, 0.494, 0.493, -0.982, 0.467, 0.494, -0.959, 0.465, 0.482, -0.950, 0.497, 0.500, -0.961, 0.487, 0.486, -0.950, 0.480, 0.457, -0.950, 0.493, 0.475, -0.971, 0.483, 0.501, -0.978, 0.475, 0.484, -0.972, 0.490, 0.511, -0.945, 0.473, 0.473, -0.943, 0.484, 0.460, -0.982, 0.468, 0.477, -0.980, 0.482, 0.449



No. 2
The following is a quantum chemistry calculation of a structure of composition C10H18Cl2N2O2PRe, from OMol25.

Computed properties:
* charge: +3
* E_LUMO (spin up / spin down): -14.22 / -15.32 eV
* ⟨S²⟩: 4.20
* spin multiplicity: 4
* largest force on an atom: 7.9 eV/Å
* highest occupied orbital energy (spin up / spin down): -20.617 / -20.413 eV

CARTESIAN COORDINATES (ANGSTROEM)
C (0.6412, -2.8146, -1.2462)
C (-0.2483, -1.7695, -0.6822)
H (0.0258, -3.6088, -1.6976)
H (1.2406, -3.2239, -0.4186)
H (1.3117, -2.3820, -1.9974)
O (-1.4139, -1.8996, -0.3344)
Cl (2.3263, -0.6048, -0.3323)
Re (0.0094, 0.3954, -0.1359)
P (0.1749, 0.9334, -2.3119)
C (-1.4030, 1.5299, -3.0161)
C (1.3140, 2.3391, -2.6362)
H (1.7451, -0.6023, -3.3567)
H (0.7348, 0.2460, -4.5665)
H (0.0548, -1.1154, -3.6328)
C (0.7322, -0.2556, -3.5900)
H (2.2408, 2.1860, -2.0733)
H (1.5413, 2.3887, -3.7073)
H (-1.2593, 1.8061, -4.0668)
H (-1.7482, 2.3993, -2.4446)
H (0.8438, 3.2722, -2.3095)
H (-2.1546, 0.7351, -2.9442)
C (-1.8616, 0.8292, -0.0160)
O (-2.9900, 1.1111, 0.0864)
Cl (0.6028, 2.4940, 0.5763)
C (-0.5737, 0.3878, 5.3665)
N (-0.2892, -0.1983, 4.0713)
C (0.1073, -1.5077, 3.8155)
C (0.3093, -1.6084, 2.4673)
N (0.0133, -0.3625, 1.8999)
C (-0.3370, 0.4615, 2.8865)
H (-1.4167, -0.1244, 5.8459)
H (0.2991, 0.3079, 6.0264)
H (-0.8245, 1.4440, 5.2272)
H (0.2071, -2.2495, 4.5896)
H (0.6421, -2.4472, 1.8734)
H (-0.5974, 1.5079, 2.7841)

And the natural (NBO) charges, in e, turn out to be: -0.750, 0.523, 0.305, 0.306, 0.302, -0.293, -0.239, 0.586, 1.118, -0.944, -0.906, 0.270, 0.300, 0.253, -0.924, 0.269, 0.291, 0.294, 0.261, 0.272, 0.257, 0.541, -0.256, 0.005, -0.445, -0.294, 0.207, 0.188, -0.609, 0.431, 0.279, 0.279, 0.260, 0.304, 0.276, 0.285



No. 3
The following is a quantum chemistry calculation of the molecule C7H5ClO2, from OMol25.

Computed properties:
* E_LUMO: 0.68 eV
* spin multiplicity: 1
* energy relative to the best compared isomer or geometry (same formula, charge and spin): 1.971 eV
* largest force on an atom: 4.0 eV/Å
* SMILES string: C#CCc1c(Cl)coc1O
* highest occupied orbital energy: -8.495 eV

CARTESIAN COORDINATES (ANGSTROEM)
C (0.9230, -0.1134, 0.1163)
C (0.5578, -1.4169, 0.1178)
C (-1.2506, 0.8809, -0.1843)
C (0.0519, 1.0595, 0.2617)
C (-2.3282, 0.3525, -0.3479)
C (2.6829, -1.4444, -0.2924)
C (2.3719, -0.1436, -0.1046)
O (-0.6901, -1.9592, 0.1808)
O (1.5935, -2.2513, -0.1699)
Cl (3.4819, 1.1482, -0.0397)
H (0.4370, 1.9432, -0.2773)
H (0.1144, 1.3671, 1.3599)
H (-3.2270, 0.3151, -0.8350)
H (-0.5343, -2.8114, 0.4783)
H (3.6666, -1.8559, -0.5330)

And the natural (NBO) charges, in e, turn out to be: -0.174, 0.564, 0.009, -0.522, -0.207, 0.057, -0.127, -0.638, -0.420, 0.044, 0.254, 0.247, 0.218, 0.481, 0.214



No. 4
The following is a quantum chemistry calculation of the molecule C13H14N2O5, from OMol25.

Computed properties:
* E_LUMO: -1.13 eV
* spin multiplicity: 1
* energy relative to the best compared isomer or geometry (same formula, charge and spin): 0.060 eV
* largest force on an atom: 2.9 eV/Å
* SMILES string: CC1=C(O)C(=O)c2c(CO)c3n(c2C1=O)C[C@H](N)[C@@H]3O
* highest occupied orbital energy: -8.831 eV

CARTESIAN COORDINATES (ANGSTROEM)
O (3.4494, 0.9260, -0.7032)
O (-0.3007, -2.9112, -0.9198)
O (4.2766, -1.6701, -1.2037)
O (0.1421, 3.8330, 0.7419)
O (-2.3627, 2.4506, -0.1597)
C (2.5660, 0.0672, -0.6524)
C (0.6066, -2.1227, -0.6983)
C (2.9436, -1.3698, -0.9620)
C (1.2280, 0.2561, -0.1507)
C (0.3265, -0.7740, -0.1804)
C (2.0174, -2.4203, -0.9957)
C (0.5238, 1.4846, 0.3138)
C (-0.7305, 1.0435, 0.6074)
N (-0.8823, -0.2752, 0.3268)
N (-4.2307, 0.5567, 0.7487)
C (2.4866, -3.8355, -1.2868)
C (1.1333, 2.8403, 0.4434)
C (-1.9794, 1.6825, 0.9944)
C (-2.1650, -0.8499, 0.6718)
C (-2.8569, 0.4096, 1.2673)
H (4.7493, -0.8203, -1.2308)
H (-0.5868, 3.7843, 0.0951)
H (-3.2711, 2.7180, -0.1015)
H (-4.6526, 1.4243, 1.1275)
H (-4.1910, 0.5799, -0.2491)
H (2.2035, -4.1673, -2.2739)
H (1.9896, -4.5336, -0.5677)
H (3.5507, -3.9355, -1.1773)
H (1.8186, 2.7819, 1.2596)
H (1.7108, 3.0915, -0.4668)
H (-1.8952, 2.3217, 1.9117)
H (-2.0526, -1.7103, 1.3321)
H (-2.6761, -1.1677, -0.2304)
H (-2.8885, 0.3115, 2.3689)

And the natural (NBO) charges, in e, turn out to be: -0.551, -0.536, -0.673, -0.729, -0.727, 0.484, 0.489, 0.340, -0.198, 0.138, -0.162, -0.037, 0.120, -0.297, -0.822, -0.639, -0.080, 0.051, -0.207, -0.073, 0.503, 0.484, 0.472, 0.357, 0.361, 0.231, 0.227, 0.236, 0.199, 0.191, 0.203, 0.227, 0.216, 0.204



No. 5
The following is a quantum chemistry calculation of a structure of composition C47H30CaCl4N6, from OMol25.

Computed properties:
* E_LUMO: -0.95 eV
* spin multiplicity: 1
* energy relative to the best compared isomer or geometry (same formula, charge and spin): 0.000 eV
* largest force on an atom: 1.4 eV/Å
* highest occupied orbital energy: -6.632 eV

CARTESIAN COORDINATES (ANGSTROEM)
Ca (-0.2068, 0.0267, 0.3614)
Cl (-1.8001, 9.0607, -2.3470)
C (-1.4677, 7.4067, -1.9270)
C (-0.6161, 6.6574, -2.7227)
C (-0.3596, 5.3397, -2.3759)
C (-0.9431, 4.7655, -1.2487)
C (-1.7949, 5.5380, -0.4699)
C (-2.0598, 6.8585, -0.8031)
C (-0.6507, 3.3382, -0.8985)
C (-1.5884, 2.3915, -1.3621)
C (-2.6575, 2.6684, -2.3006)
C (-3.2340, 1.4822, -2.6060)
C (-2.5320, 0.4598, -1.8513)
C (-2.7313, -0.9325, -1.9975)
C (-3.9126, -1.3223, -2.8263)
C (-3.7380, -1.8914, -4.0876)
C (-4.8245, -2.2402, -4.8742)
C (-6.1038, -2.0138, -4.3929)
Cl (-7.4765, -2.4463, -5.3676)
C (-6.3051, -1.4433, -3.1485)
C (-5.2082, -1.0986, -2.3731)
C (-1.9010, -1.9819, -1.5403)
N (-0.7851, -1.8299, -0.7852)
C (-0.1611, -3.0292, -0.6761)
C (1.1027, -3.2625, -0.0886)
C (1.5575, -4.6890, -0.0936)
C (1.0379, -5.6117, 0.8065)
C (1.4529, -6.9350, 0.7903)
C (2.3970, -7.3393, -0.1375)
Cl (2.9183, -8.9968, -0.1612)
C (2.9292, -6.4409, -1.0480)
C (2.5042, -5.1215, -1.0202)
C (2.0193, -2.3185, 0.4212)
C (3.3919, -2.5940, 0.8022)
C (3.9632, -1.4068, 1.1143)
C (2.9459, -0.3843, 0.9455)
N (1.7956, -0.9866, 0.5548)
C (3.1625, 1.0086, 1.0538)
C (2.2951, 2.0556, 0.6569)
C (2.6128, 3.4741, 0.6453)
C (1.5553, 4.1148, 0.0968)
C (0.5668, 3.1061, -0.2272)
N (1.0480, 1.8953, 0.1520)
C (4.5036, 1.4090, 1.5745)
C (4.8711, 1.1341, 2.8886)
C (6.1198, 1.4916, 3.3732)
C (7.0171, 2.1285, 2.5337)
Cl (8.5827, 2.5802, 3.1370)
C (6.6831, 2.4062, 1.2181)
C (5.4308, 2.0437, 0.7480)
C (-0.9605, -4.0254, -1.3631)
C (-2.0324, -3.3864, -1.8857)
N (-1.5780, 1.0603, -1.0973)
H (-0.1630, 7.0991, -3.5995)
H (0.3039, 4.7407, -2.9875)
H (-2.2545, 5.0992, 0.4070)
H (-2.7213, 7.4622, -0.1968)
H (-2.9034, 3.6348, -2.7116)
H (-4.0296, 1.3105, -3.3131)
H (-2.7330, -2.0515, -4.4573)
H (-4.6830, -2.6758, -5.8537)
H (-7.3120, -1.2726, -2.7927)
H (-5.3566, -0.6484, -1.3994)
H (0.2977, -5.2881, 1.5279)
H (1.0490, -7.6516, 1.4925)
H (3.6621, -6.7720, -1.7709)
H (2.9078, -4.4104, -1.7303)
H (3.8698, -3.5602, 0.7979)
H (4.9892, -1.2377, 1.3986)
H (3.5255, 3.9255, 0.9973)
H (1.4601, 5.1735, -0.0846)
H (4.1651, 0.6342, 3.5402)
H (6.3985, 1.2804, 4.3967)
H (7.3986, 2.8924, 0.5692)
H (5.1669, 2.2434, -0.2828)
H (-0.7198, -5.0722, -1.4589)
H (-2.8245, -3.8244, -2.4699)
C (-3.7092, -0.2594, 4.9965)
N (-2.2737, -0.0017, 4.8941)
C (-1.4385, -0.4313, 6.0142)
C (-1.7354, -0.0048, 3.6888)
N (-1.2669, 0.0280, 2.6346)
H (-4.0854, 0.2217, 5.8976)
H (-3.9192, -1.3309, 5.0466)
H (-4.2169, 0.1650, 4.1343)
H (-1.8000, 0.0494, 6.9214)
H (-0.4107, -0.1238, 5.8400)
H (-1.4730, -1.5161, 6.1437)

And the Mulliken charges, in e, turn out to be: 2.751, -0.223, 0.432, -0.942, 0.263, -0.693, 0.177, -0.970, 1.345, -0.164, -1.284, -1.301, -0.190, 1.280, -0.246, -0.048, -0.943, 0.413, -0.223, -0.939, 0.039, -0.269, 0.256, -0.293, 1.315, -0.564, 0.087, -0.928, 0.405, -0.222, -0.932, 0.175, 0.005, -1.261, -1.326, -0.092, 0.176, 1.219, -0.140, -1.268, -1.139, -0.111, 0.107, -0.428, 0.073, -0.948, 0.376, -0.222, -0.928, -0.086, -1.267, -1.258, 0.159, 0.409, 0.489, 0.482, 0.410, 0.456, 0.450, 0.533, 0.412, 0.406, 0.464, 0.463, 0.410, 0.414, 0.484, 0.484, 0.447, 0.523, 0.475, 0.477, 0.407, 0.412, 0.532, 0.452, 0.518, -0.906, 0.016, -0.902, 0.130, -0.467, 0.303, 0.319, 0.337, 0.304, 0.336, 0.319



No. 6
The following is a quantum chemistry calculation of a structure of composition C5H10N2O2S, from OMol25.

Computed properties:
* E_LUMO: 0.23 eV
* spin multiplicity: 1
* energy relative to the best compared isomer or geometry (same formula, charge and spin): 1.380 eV
* largest force on an atom: 3.6 eV/Å
* highest occupied orbital energy: -9.355 eV

CARTESIAN COORDINATES (ANGSTROEM)
C (-0.4106, 1.3515, -0.4603)
C (0.4911, -0.9452, 0.1331)
C (-0.7527, -0.1701, 0.2530)
C (-1.2431, 0.0069, 1.7740)
C (-1.9324, -0.7046, -0.6000)
N (0.6969, 1.4224, -1.2008)
N (3.0104, 0.6020, -0.3995)
O (-1.1306, 2.2628, -0.1987)
O (1.9392, -0.4116, -2.4401)
S (1.5933, 0.1725, -1.1738)
H (1.0485, -0.8817, 1.0991)
H (0.7270, -1.9751, -0.2555)
H (-1.9425, 0.7692, 1.7903)
H (-0.3967, 0.2765, 2.3923)
H (-1.6892, -0.9789, 2.0584)
H (-2.7104, -1.2534, -0.0186)
H (-1.6686, -1.3962, -1.3767)
H (-2.6042, 0.1261, -1.0359)
H (3.9392, 0.4383, -0.7638)
H (3.0354, 1.2886, 0.4237)

And the natural (NBO) charges, in e, turn out to be: 0.693, -0.519, -0.190, -0.579, -0.628, -0.906, -1.108, -0.582, -0.896, 2.077, 0.229, 0.251, 0.234, 0.201, 0.207, 0.213, 0.216, 0.237, 0.424, 0.425



Question: Look up the spin multiplicity of the first one.
Answer: 1



Question: Which formula does entry 6 have?
Answer: C5H10N2O2S